(1)
The following is a quantum chemistry calculation of a structure of composition C37H48F41N2O14PSi2 in a non-equilibrium geometry, from the Open Molecules 2025 dataset.

Last column: Löwdin charge in e.
Cartesian coordinates (Å):
C (4.606, -5.595, -0.734)  0.03
C (5.733, -4.592, -0.664)  -0.61
O (6.396, -4.583, 0.271)  0.16
O (5.912, -3.725, -1.673)  0.00
C (6.099, -2.384, -1.162)  -0.17
C (5.818, -1.336, -2.223)  -0.17
C (4.487, -1.550, -2.964)  -0.19
C (3.424, -0.492, -2.533)  -0.24
C (2.025, -1.002, -2.974)  -0.24
Si (0.703, -0.792, -1.639)  0.59
C (0.964, 0.963, -0.896)  -0.23
O (2.012, 1.051, 0.103)  -0.20
N (1.969, -0.066, 0.980)  -0.05
O (1.643, 0.277, 2.033)  0.10
O (-0.792, -0.712, -2.430)  -0.25
Si (-1.640, -2.130, -2.597)  0.34
F (-1.065, -3.350, -1.742)  -0.10
C (-1.796, -2.486, -4.436)  -0.14
C (-1.421, -3.898, -4.909)  -0.40
O (-1.338, -3.831, -6.345)  -0.06
C (-0.053, -4.385, -4.400)  -0.23
N (0.514, -5.390, -5.329)  0.00
C (-3.379, -1.762, -1.899)  -0.21
P (-3.688, -2.652, -0.365)  0.36
O (-2.608, -2.551, 0.583)  -0.27
O (-4.074, -4.190, -0.637)  -0.12
O (-5.013, -1.994, 0.325)  -0.14
H (4.197, -5.684, -1.737)  0.08
H (4.940, -6.563, -0.383)  0.08
H (3.844, -5.222, -0.054)  0.09
H (7.140, -2.283, -0.860)  0.12
H (5.509, -2.248, -0.257)  0.13
H (5.827, -0.377, -1.705)  0.11
H (6.647, -1.330, -2.929)  0.11
H (4.086, -2.514, -2.658)  0.10
H (4.578, -1.487, -4.045)  0.12
H (3.544, -0.381, -1.456)  0.08
H (3.713, 0.432, -3.028)  0.11
H (2.110, -2.029, -3.321)  0.05
H (1.702, -0.363, -3.801)  0.08
H (0.816, -1.863, -0.648)  0.03
H (0.024, 1.241, -0.412)  0.06
H (1.220, 1.681, -1.666)  0.10
H (-2.831, -2.272, -4.699)  0.09
H (-1.208, -1.739, -4.971)  0.08
H (-2.203, -4.628, -4.722)  0.14
H (-0.607, -3.220, -6.483)  0.07
H (0.623, -3.538, -4.273)  0.10
H (-0.212, -4.905, -3.455)  0.11
H (1.074, -5.990, -4.737)  0.06
H (-0.235, -5.969, -5.683)  0.06
H (-4.133, -2.055, -2.628)  0.05
H (-3.429, -0.709, -1.635)  0.07
H (-4.971, -4.379, -0.339)  0.05
H (-5.101, -2.495, 1.146)  0.07
C (-7.126, -8.354, -2.570)  -0.04
C (-7.218, -8.368, -4.104)  -0.44
C (-5.964, -7.926, -4.858)  -0.30
F (-5.641, -6.645, -4.573)  0.09
F (-6.190, -7.997, -6.191)  0.10
F (-8.288, -7.644, -4.494)  0.14
F (-7.469, -9.656, -4.470)  0.11
O (-7.665, -7.218, -1.913)  0.05
C (-6.871, -6.104, -1.780)  -0.54
C (-7.447, -4.905, -2.530)  -0.27
F (-7.569, -5.170, -3.843)  0.11
F (-6.614, -3.843, -2.399)  0.09
F (-5.606, -6.370, -2.146)  0.14
F (-6.838, -5.800, -0.455)  0.14
H (-7.748, -9.180, -2.228)  0.15
H (-6.122, -8.589, -2.217)  0.15
H (-5.114, -8.572, -4.619)  0.18
H (-8.430, -4.634, -2.138)  0.18
C (-2.019, 3.433, 2.259)  -0.04
C (-2.054, 3.424, 0.724)  -0.43
C (-0.844, 4.041, 0.022)  -0.30
F (-0.705, 5.350, 0.314)  0.10
F (-0.995, 3.958, -1.326)  0.09
F (-3.196, 4.001, 0.296)  0.14
F (-2.116, 2.115, 0.342)  0.10
O (-2.724, 4.477, 2.915)  0.05
C (-2.079, 5.683, 3.085)  -0.53
C (-2.777, 6.818, 2.338)  -0.28
F (-2.832, 6.560, 1.017)  0.10
F (-2.083, 7.968, 2.504)  0.10
F (-0.781, 5.571, 2.747)  0.13
F (-2.115, 5.951, 4.410)  0.14
H (-2.535, 2.527, 2.572)  0.15
H (-1.004, 3.330, 2.643)  0.13
H (0.080, 3.518, 0.287)  0.16
H (-3.794, 6.957, 2.711)  0.18
C (1.704, 4.898, 5.071)  -0.04
C (2.470, 4.514, 3.794)  -0.44
C (3.675, 3.595, 3.985)  -0.29
F (4.620, 4.171, 4.758)  0.09
F (4.242, 3.336, 2.781)  0.10
F (2.822, 5.635, 3.132)  0.14
F (1.588, 3.851, 2.990)  0.09
O (2.016, 6.157, 5.645)  0.06
C (3.093, 6.238, 6.500)  -0.53
C (4.187, 7.153, 5.953)  -0.28
F (4.634, 6.706, 4.764)  0.10
F (5.237, 7.170, 6.807)  0.10
F (3.557, 5.008, 6.798)  0.13
F (2.625, 6.765, 7.654)  0.14
H (0.661, 4.994, 4.774)  0.13
H (1.717, 4.099, 5.812)  0.15
H (3.376, 2.643, 4.434)  0.18
H (3.811, 8.170, 5.828)  0.18
C (0.171, 3.439, -8.063)  -0.04
C (-1.038, 3.720, -7.154)  -0.44
C (-0.866, 3.369, -5.675)  -0.30
F (-0.642, 2.048, -5.500)  0.08
F (-2.001, 3.676, -5.004)  0.10
F (-2.130, 3.111, -7.663)  0.13
F (-1.275, 5.060, -7.220)  0.11
O (0.142, 2.228, -8.799)  0.05
C (0.582, 1.078, -8.181)  -0.54
C (-0.541, 0.053, -8.038)  -0.27
F (-1.565, 0.550, -7.317)  0.10
F (-0.082, -1.044, -7.386)  0.09
F (1.162, 1.362, -6.998)  0.14
F (1.542, 0.552, -8.970)  0.15
H (0.154, 4.216, -8.826)  0.15
H (1.117, 3.574, -7.540)  0.15
H (-0.042, 3.934, -5.230)  0.18
H (-0.924, -0.249, -9.014)  0.18
C (2.885, 3.475, 9.822)  -0.04
C (1.616, 3.492, 10.690)  -0.44
C (1.801, 3.146, 12.167)  -0.30
F (2.270, 1.891, 12.329)  0.09
F (0.604, 3.211, 12.800)  0.10
F (0.680, 2.697, 10.128)  0.13
F (1.124, 4.762, 10.637)  0.11
O (3.118, 2.300, 9.060)  0.04
C (3.757, 1.237, 9.665)  -0.54
C (2.857, 0.003, 9.741)  -0.28
F (1.736, 0.268, 10.440)  0.10
F (3.508, -0.999, 10.374)  0.10
F (4.235, 1.591, 10.872)  0.14
F (4.825, 0.937, 8.895)  0.15
H (2.744, 4.252, 9.074)  0.13
H (3.771, 3.778, 10.380)  0.15
H (2.484, 3.849, 12.653)  0.17
H (2.576, -0.330, 8.740)  0.18

Calculated values
Calculated total energy in eV: -207257.3158
HOMO-LUMO gap in eV: 9.227
Total charge: 0
Lowest unoccupied orbital energy in eV: -0.22

=====

(2)
The following is a quantum chemistry calculation of a structure of composition C49H42IrN3O3PS2, from the Open Molecules 2025 dataset.

Last column: Mulliken spin population.
Cartesian coordinates (Å):
Ir (0.247, -0.695, -0.701)  0.01
C (0.824, -3.705, 3.914)  0.00
O (2.242, -3.578, 3.985)  0.00
C (2.790, -2.439, 4.482)  0.00
C (3.949, -2.596, 5.241)  0.00
C (4.615, -1.500, 5.755)  0.00
C (4.139, -0.216, 5.515)  0.00
C (3.007, -0.051, 4.740)  0.00
C (2.321, -1.148, 4.222)  0.00
N (1.177, -0.930, 3.405)  0.01
C (1.257, -1.071, 2.047)  0.00
N (2.442, -1.410, 1.536)  0.01
C (2.775, -1.850, 0.244)  0.01
C (1.985, -1.637, -0.879)  0.00
C (2.453, -2.106, -2.106)  0.00
C (3.654, -2.789, -2.206)  0.00
C (4.448, -2.981, -1.081)  0.00
C (4.012, -2.495, 0.135)  0.00
O (4.762, -2.629, 1.288)  0.00
C (5.908, -1.779, 1.317)  0.00
N (0.190, -0.924, 1.297)  -0.02
C (-1.133, -0.879, 1.781)  0.22
C (-2.011, -1.811, 0.993)  -0.02
C (-3.470, -1.586, 1.206)  0.33
C (-3.923, -0.659, 2.082)  -0.09
C (-3.038, 0.163, 2.826)  0.43
C (-1.650, 0.068, 2.620)  -0.03
O (-0.768, 0.915, 3.235)  -0.02
C (-1.163, 2.270, 3.436)  0.02
H (0.618, -4.768, 4.021)  0.00
H (0.436, -3.358, 2.955)  0.01
H (0.337, -3.154, 4.720)  0.00
H (4.300, -3.604, 5.416)  0.00
H (5.506, -1.648, 6.350)  0.00
H (4.656, 0.647, 5.911)  0.00
H (2.641, 0.940, 4.494)  0.00
H (0.587, -0.148, 3.680)  0.01
H (3.209, -1.481, 2.191)  0.00
H (1.872, -1.919, -3.002)  0.00
H (3.984, -3.161, -3.167)  0.00
H (5.399, -3.495, -1.140)  0.00
H (6.605, -2.033, 0.517)  0.00
H (6.386, -1.937, 2.282)  0.00
H (5.614, -0.730, 1.216)  0.00
H (-1.749, -2.846, 1.275)  0.06
H (-4.160, -2.183, 0.623)  0.00
H (-4.989, -0.520, 2.214)  0.00
H (-3.427, 0.900, 3.515)  0.02
H (-0.241, 2.842, 3.508)  0.00
H (-1.742, 2.375, 4.357)  0.00
H (-1.743, 2.631, 2.586)  -0.01
C (-1.539, -1.613, -0.438)  0.03
C (-2.192, -1.471, -1.536)  0.02
C (-2.739, -1.412, -2.739)  -0.01
C (-2.935, -2.670, -3.511)  0.00
C (-2.841, -2.657, -4.902)  0.00
C (-2.978, -3.830, -5.627)  0.00
C (-3.219, -5.031, -4.975)  0.00
C (-3.322, -5.051, -3.591)  0.00
C (-3.182, -3.879, -2.866)  0.00
C (-3.230, -0.132, -3.311)  0.00
C (-4.511, -0.059, -3.859)  -0.01
C (-5.003, 1.144, -4.339)  0.00
C (-4.219, 2.290, -4.289)  0.00
C (-2.935, 2.220, -3.769)  0.00
C (-2.441, 1.014, -3.293)  0.00
H (-2.652, -1.722, -5.414)  0.00
H (-2.893, -3.805, -6.706)  0.00
H (-3.328, -5.946, -5.543)  0.00
H (-3.516, -5.983, -3.075)  0.00
H (-3.267, -3.894, -1.786)  0.00
H (-5.127, -0.949, -3.894)  0.00
H (-6.003, 1.188, -4.750)  0.00
H (-4.606, 3.230, -4.662)  0.00
H (-2.309, 3.103, -3.736)  0.00
H (-1.424, 0.956, -2.929)  0.00
S (1.981, 2.158, 1.383)  0.00
P (1.108, 2.515, -0.332)  0.00
S (1.340, 1.066, -1.804)  0.00
C (-0.644, 2.976, -0.077)  0.01
C (-0.924, 4.279, 0.334)  0.00
C (-2.228, 4.664, 0.604)  0.00
C (-3.269, 3.753, 0.469)  0.01
C (-2.998, 2.454, 0.071)  0.00
C (-1.691, 2.073, -0.197)  -0.01
C (1.776, 3.984, -1.173)  0.00
C (1.220, 4.386, -2.387)  0.00
C (1.704, 5.509, -3.034)  0.00
C (2.747, 6.237, -2.472)  0.00
C (3.303, 5.837, -1.267)  0.00
C (2.816, 4.711, -0.615)  0.00
H (-0.119, 4.997, 0.441)  0.00
H (-2.432, 5.680, 0.917)  0.00
H (-4.288, 4.060, 0.670)  0.00
H (-3.797, 1.730, -0.044)  0.01
H (-1.502, 1.057, -0.514)  0.01
H (0.413, 3.811, -2.827)  0.00
H (1.273, 5.817, -3.977)  0.00
H (3.126, 7.116, -2.978)  0.00
H (4.117, 6.401, -0.830)  0.00
H (3.237, 4.385, 0.328)  0.00

Calculated values
Calculated total energy in eV: -95904.1342
HOMO-LUMO gap (spin up / spin down) in eV: 6.581 / 6.470
Total charge: 0
Lowest unoccupied orbital energy (spin up / spin down) in eV: -0.32 / -0.70
2S+1: 2

=====

(3)
The following is a quantum chemistry calculation of a cluster of 2 separate species, C3HF3O in total, from the Open Molecules 2025 dataset.

Last column: Löwdin charge in e.
Cartesian coordinates (Å):
C (-2.538, -0.056, -0.505)  0.02
C (0.580, 0.713, 0.119)  -0.10
C (1.303, -0.394, 0.119)  -0.36
O (-3.317, -0.791, -0.157)  0.06
F (1.066, 1.896, -0.253)  0.05
F (2.565, -0.528, -0.244)  0.15
F (0.798, -1.557, 0.508)  0.12
H (-0.457, 0.716, 0.413)  0.06

Calculated values
Calculated total energy in eV: -13325.3808
HOMO-LUMO gap in eV: 10.865
Total charge: 0
Lowest unoccupied orbital energy in eV: 0.93